1.
# C10H26AgN2O5

A structure of composition C10H26AgN2O5 at a distorted geometry (ωB97M-V with the def2-TZVPD basis set, the Open Molecules 2025 dataset).

Each line ends with the Mulliken charge.
CARTESIAN COORDINATES (ANGSTROEM)
Ag1 1.08 0.75 1.30  0.87
C1 3.62 -3.79 5.47  -0.73
C2 3.18 -2.61 4.68  0.58
O1 2.09 -2.05 4.87  -0.74
O2 3.93 -2.23 3.76  -0.74
H1 2.98 -3.88 6.35  0.26
H2 4.70 -3.75 5.64  0.26
H3 3.43 -4.66 4.84  0.18
O3 2.76 3.65 2.32  -0.33
H4 1.83 3.90 2.52  0.33
C3 2.31 -2.31 -4.22  -1.60
C4 1.40 -1.72 -3.10  0.46
C5 0.67 -2.86 -2.36  -0.88
O4 -0.07 -2.37 -1.22  -0.26
C6 -0.81 -3.38 -0.46  -0.67
N1 2.30 -1.00 -2.23  -0.65
H5 1.77 -2.55 -5.14  0.41
H6 3.01 -3.12 -4.00  0.39
H7 2.96 -1.56 -4.68  0.43
H8 0.71 -1.05 -3.60  0.33
H9 1.42 -3.58 -2.05  0.39
H10 0.01 -3.36 -3.07  0.36
H11 -0.14 -4.24 -0.41  0.30
H12 -1.82 -3.60 -0.82  0.26
H13 -1.01 -2.96 0.53  0.23
H14 3.17 -1.50 -2.13  0.27
H15 2.70 -0.31 -2.85  0.26
C7 -4.71 3.28 0.95  -1.38
C8 -3.44 2.63 0.36  0.45
C9 -2.70 3.72 -0.45  -0.90
O5 -1.63 3.07 -1.05  -0.25
C10 -0.74 3.99 -1.68  -0.79
N2 -2.64 2.06 1.43  -0.64
H16 -4.70 3.48 2.02  0.40
H17 -5.63 2.76 0.69  0.31
H18 -4.89 4.27 0.52  0.35
H19 -3.69 1.78 -0.28  0.42
H20 -2.46 4.47 0.30  0.34
H21 -3.41 4.04 -1.22  0.38
H22 -1.33 4.55 -2.41  0.32
H23 0.07 3.54 -2.25  0.24
H24 -0.42 4.71 -0.92  0.33
H25 -2.79 2.56 2.30  0.22
H26 -3.08 1.22 1.77  0.26

Computed properties:
* total charge: 0
* LUMO level (spin up / spin down): -0.1067 / -0.1177 Eh
* multiplicity: 2
* HOMO (spin up / spin down): -6.000 / -6.001 eV


2.
# CH8N2S2

A cluster of 2 separate species, CH8N2S2 in total at a distorted geometry (ωB97M-V with the def2-TZVPD basis set, the Open Molecules 2025 dataset).

Each line ends with the Mulliken charge.
CARTESIAN COORDINATES (ANGSTROEM)
N1 0.04 -0.50 -0.05  -0.46
C1 0.24 -1.05 1.28  -0.49
N2 0.90 -2.33 1.54  -0.49
H1 0.75 -0.19 -0.70  0.17
H2 -0.60 -0.97 -0.63  0.19
H3 0.58 -0.28 1.92  0.37
H4 -0.74 -1.26 1.69  0.33
H5 0.37 -3.15 1.22  0.21
H6 1.88 -2.40 1.45  0.18
S1 -1.14 3.02 -2.98  -0.18
S2 -0.87 3.85 -1.15  -0.15
H7 -1.78 1.83 -2.79  0.16
H8 0.38 3.44 -0.82  0.16

Computed properties:
* total charge: 0
* LUMO level: 0.0154 Eh
* SMILES: NCN.SS
* HOMO: -8.945 eV


3.
# C19H23NO

The molecule C19H23NO at a distorted geometry (ωB97M-V with the def2-TZVPD basis set, the Open Molecules 2025 dataset).

Each line ends with the Mulliken charge.
CARTESIAN COORDINATES (ANGSTROEM)
C1 -3.61 -4.19 0.08  -1.49
C2 -3.19 -2.92 -0.64  0.78
C3 -4.02 -2.49 -1.68  -0.54
C4 -3.69 -1.34 -2.38  -0.59
C5 -2.55 -0.59 -2.05  -0.78
C6 -1.66 -1.01 -1.03  0.36
O1 -0.40 -0.49 -0.90  -0.43
C7 0.33 0.11 0.46  0.36
C8 -0.32 1.45 0.35  0.52
C9 0.39 2.50 -0.24  -0.80
C10 -0.09 3.80 -0.08  -0.59
C11 -1.37 4.00 0.47  -0.58
C12 -2.16 2.89 0.82  -0.69
C13 -1.62 1.61 0.80  -0.40
N1 1.77 0.30 0.24  0.27
C14 2.47 -0.97 0.18  -0.83
C15 3.94 -0.79 -0.21  -0.74
C16 4.71 0.24 0.62  -0.73
C17 3.90 1.50 0.87  -0.71
C18 2.45 1.17 1.27  -0.74
C19 -2.07 -2.15 -0.27  -0.13
H1 -2.78 -4.66 0.63  0.35
H2 -4.42 -3.97 0.80  0.29
H3 -4.01 -4.92 -0.64  0.38
H4 -4.91 -3.10 -1.91  0.34
H5 -4.34 -1.05 -3.19  0.38
H6 -2.29 0.29 -2.62  0.46
H7 0.09 -0.51 1.46  0.25
H8 1.33 2.33 -0.77  0.53
H9 0.54 4.66 -0.34  0.39
H10 -1.76 5.02 0.64  0.36
H11 -3.18 3.02 1.18  0.38
H12 -2.20 0.73 1.07  0.48
H13 1.96 -1.61 -0.54  0.34
H14 2.43 -1.40 1.20  0.44
H15 4.01 -0.56 -1.28  0.33
H16 4.44 -1.76 -0.08  0.38
H17 4.93 -0.21 1.60  0.30
H18 5.67 0.48 0.15  0.34
H19 4.40 2.09 1.66  0.38
H20 3.90 2.17 -0.01  0.27
H21 1.95 2.14 1.46  0.43
H22 2.48 0.65 2.25  0.43
H23 -1.44 -2.47 0.57  0.26

Computed properties:
* total charge: 0
* LUMO level: 0.0331 Eh
* SMILES: Cc1cccc(O[C@H](c2ccccc2)N2CCCCC2)c1
* HOMO: -8.053 eV


4.
# C24H24F3N3O3Tc

A structure of composition C24H24F3N3O3Tc (ωB97M-V with the def2-TZVPD basis set, the Open Molecules 2025 dataset).

Each line ends with the Mulliken charge.
CARTESIAN COORDINATES (ANGSTROEM)
Tc1 -0.81 -1.16 0.05  0.65
O1 -4.69 -1.38 -0.79  -0.52
C1 -3.64 -1.35 -0.23  0.28
O2 -2.48 -1.08 -0.86  -0.66
C2 -3.44 -1.60 1.24  0.64
C3 -4.51 -1.82 2.09  -0.70
C4 -4.24 -1.98 3.44  -0.27
C5 -2.93 -1.89 3.88  -0.90
C6 -1.92 -1.67 2.97  -0.08
N1 -2.17 -1.55 1.66  0.00
H1 -5.51 -1.85 1.68  0.53
H2 -5.05 -2.15 4.14  0.47
H3 -2.68 -1.98 4.93  0.46
H4 -0.89 -1.56 3.28  0.40
O3 0.62 -2.30 1.30  -0.48
C7 1.83 -1.85 1.98  -0.56
C8 2.65 -1.12 0.95  0.28
C9 4.02 -0.96 1.07  -0.90
C10 4.67 -0.19 0.12  -0.41
C11 3.94 0.38 -0.90  -0.91
C12 2.57 0.15 -0.95  -0.32
N2 1.93 -0.59 -0.04  0.49
H5 0.24 -3.03 1.81  0.29
H6 2.35 -2.71 2.39  0.56
H7 1.53 -1.18 2.78  0.32
H8 4.55 -1.43 1.88  0.50
H9 5.74 -0.05 0.18  0.45
H10 4.41 0.99 -1.66  0.48
H11 1.97 0.57 -1.74  0.52
F1 1.62 -2.09 -6.44  -0.26
C13 0.96 -0.99 -6.08  0.68
F2 -0.13 -0.88 -6.83  -0.23
F3 1.74 0.07 -6.32  -0.23
C14 0.59 -1.02 -4.61  0.33
C15 0.98 -2.06 -3.79  -0.86
C16 0.62 -2.01 -2.45  -0.25
N3 -0.10 -1.01 -1.95  0.63
C17 -0.49 -0.01 -2.75  -0.46
C18 -0.16 0.02 -4.09  -0.98
H12 1.56 -2.89 -4.17  0.56
H13 0.93 -2.79 -1.77  0.50
H14 -1.09 0.77 -2.29  0.48
H15 -0.49 0.85 -4.71  0.48
C19 -0.71 4.07 0.20  -1.57
C20 -0.32 3.17 1.38  1.52
C21 -1.26 3.43 2.57  -1.56
C22 1.14 3.42 1.79  -1.50
C23 -0.47 1.78 0.97  -0.04
C24 -0.59 0.61 0.62  0.61
H16 -0.64 5.11 0.51  0.42
H17 -1.74 3.88 -0.12  0.42
H18 -0.04 3.92 -0.65  0.36
H19 -1.16 4.46 2.89  0.41
H20 -1.01 2.79 3.42  0.38
H21 -2.30 3.26 2.30  0.38
H22 1.25 4.46 2.09  0.43
H23 1.81 3.22 0.96  0.33
H24 1.42 2.79 2.63  0.38

Computed properties:
* total charge: +2
* LUMO level (spin up / spin down): -0.2570 / -0.3087 Eh
* multiplicity: 4
* HOMO (spin up / spin down): -15.511 / -15.659 eV


5.
# C4H5N

The molecule C4H5N (ωB97M-V with the def2-TZVPD basis set, the Open Molecules 2025 dataset).

Each line ends with the Mulliken charge.
CARTESIAN COORDINATES (ANGSTROEM)
C1 -1.85 1.95 -0.57  -0.19
C2 -1.28 1.27 0.25  0.07
C3 -0.73 0.04 0.72  -0.55
C4 1.07 -1.37 0.14  -0.73
N1 0.57 -0.06 0.52  -0.15
H1 -2.38 2.51 -1.31  0.38
H2 0.25 -2.06 0.34  0.36
H3 1.25 -1.34 -0.94  0.26
H4 1.98 -1.69 0.65  0.26
H5 1.14 0.74 0.21  0.28

Computed properties:
* total charge: 0
* LUMO level: 0.0209 Eh
* HOMO: -8.241 eV


6.
# C20H30O15

A cluster of 5 separate species, C20H30O15 in total at a distorted geometry (ωB97M-V with the def2-TZVPD basis set, the Open Molecules 2025 dataset).

Each line ends with the Mulliken charge.
CARTESIAN COORDINATES (ANGSTROEM)
C1 9.05 21.61 8.34  -1.42
C2 7.95 20.60 8.19  0.40
C3 6.52 21.15 8.43  -0.48
O1 5.91 20.99 7.16  -0.21
C4 6.67 20.28 6.31  0.61
O2 6.34 19.96 5.21  -0.51
O3 7.92 20.14 6.82  -0.39
H1 10.00 21.21 7.98  0.36
H2 9.20 21.87 9.40  0.37
H3 8.79 22.54 7.85  0.34
H4 8.13 19.67 8.73  0.30
H5 6.59 22.22 8.60  0.32
H6 6.03 20.56 9.20  0.27
C5 4.09 23.36 -0.33  -1.26
C6 3.31 24.46 -1.03  0.42
C7 4.07 25.71 -1.37  -0.52
O4 3.39 26.21 -2.50  -0.32
C8 2.92 25.12 -3.17  0.62
O5 2.55 25.11 -4.30  -0.52
O6 3.01 24.02 -2.38  -0.35
H7 4.06 23.50 0.74  0.31
H8 5.08 23.26 -0.75  0.35
H9 3.54 22.44 -0.54  0.35
H10 2.35 24.63 -0.54  0.28
H11 5.12 25.49 -1.63  0.32
H12 4.20 26.41 -0.55  0.33
C9 2.82 21.21 2.86  -1.52
C10 3.03 20.69 4.24  0.70
C11 2.86 21.65 5.41  -0.26
O7 2.11 20.92 6.39  -0.20
C12 1.69 19.75 5.86  0.54
O8 1.04 18.93 6.42  -0.59
O9 2.06 19.65 4.57  -0.35
H13 2.90 20.38 2.16  0.31
H14 3.63 21.88 2.56  0.37
H15 1.83 21.67 2.82  0.38
H16 3.97 20.15 4.39  0.22
H17 2.42 22.61 5.13  0.30
H18 3.81 21.90 5.90  0.13
C13 -0.93 15.07 1.37  -1.45
C14 -1.26 16.54 1.20  0.49
C15 -1.76 17.27 2.45  -0.42
O10 -1.01 18.46 2.50  -0.31
C16 -0.06 18.46 1.54  0.69
O11 0.60 19.40 1.22  -0.56
O12 -0.08 17.28 0.87  -0.35
H19 -1.82 14.65 1.86  0.38
H20 -0.10 14.90 2.06  0.34
H21 -0.78 14.56 0.43  0.36
H22 -1.93 16.60 0.34  0.22
H23 -1.45 16.64 3.30  0.32
H24 -2.83 17.40 2.53  0.30
C17 1.83 23.25 9.29  -1.30
C18 1.65 23.13 10.80  0.44
C19 2.61 24.05 11.60  -0.41
O13 1.80 25.10 12.10  -0.35
C20 0.50 24.87 11.77  0.64
O14 -0.39 25.62 11.98  -0.51
O15 0.38 23.68 11.17  -0.37
H25 2.85 23.47 8.99  0.32
H26 1.30 24.14 8.92  0.37
H27 1.48 22.37 8.75  0.31
H28 1.74 22.09 11.09  0.33
H29 3.38 24.54 11.00  0.27
H30 3.12 23.47 12.37  0.27

Computed properties:
* total charge: 0
* LUMO level: 0.0018 Eh
* SMILES: C[C@H]1COC(=O)O1.C[C@H]1COC(=O)O1.C[C@H]1COC(=O)O1.C[C@H]1COC(=O)O1.C[C@H]1COC(=O)O1
* HOMO: -10.754 eV


7.
# C10H8O

The molecule C10H8O at a distorted geometry (ωB97M-V with the def2-TZVPD basis set, the Open Molecules 2025 dataset).

Each line ends with the Mulliken charge.
CARTESIAN COORDINATES (ANGSTROEM)
O1 1.74 2.09 -0.07  -0.59
C1 1.33 0.79 0.01  0.67
C2 2.31 -0.18 -0.01  -0.64
C3 1.98 -1.54 0.01  -0.39
C4 0.67 -1.93 0.01  -0.97
C5 -0.36 -0.93 0.04  0.91
C6 -1.73 -1.29 0.01  -0.53
C7 -2.72 -0.37 -0.05  -0.61
C8 -2.35 1.03 0.00  -0.47
C9 -1.04 1.41 0.00  -0.85
C10 -0.03 0.44 0.09  0.94
H1 1.03 2.67 0.31  0.31
H2 3.34 0.11 -0.09  0.42
H3 2.75 -2.28 -0.12  0.37
H4 0.38 -2.99 0.03  0.31
H5 -2.02 -2.35 -0.08  0.30
H6 -3.77 -0.66 -0.08  0.38
H7 -3.10 1.86 -0.04  0.30
H8 -0.80 2.47 -0.03  0.16

Computed properties:
* total charge: 0
* LUMO level: 0.0246 Eh
* SMILES: Oc1cccc2ccccc12
* HOMO: -8.025 eV


8.
# C3H4OS3

The molecule C3H4OS3 at a distorted geometry (ωB97M-V with the def2-TZVPD basis set, the Open Molecules 2025 dataset).

Each line ends with the Mulliken charge.
CARTESIAN COORDINATES (ANGSTROEM)
O1 -0.23 0.09 2.35  -0.45
C1 0.45 -0.08 1.15  -0.45
C2 -0.33 -0.21 -0.11  0.19
S1 -1.90 -0.39 -0.14  -0.33
C3 0.51 -0.01 -1.36  0.31
S2 1.93 -0.77 -1.46  -0.21
S3 -0.20 0.90 -2.69  -0.15
H1 -1.02 -0.39 2.27  0.28
H2 1.14 0.77 1.04  0.32
H3 1.08 -0.99 1.13  0.33
H4 -1.44 1.08 -2.18  0.15

Computed properties:
* total charge: 0
* LUMO level: -0.0589 Eh
* SMILES: OCC(=S)C(=S)S
* HOMO: -9.088 eV


Energy (computed, Ha): -1028.97284, -948.74614, -867.72672, -1698.76181, -210.01441, -1908.74990, -461.10264, -1386.46356
Relative energy (zero: lowest compared OMol25 entry of this formula, charge and spin) (computed, kcal per mole): 148.5, 14.6, 69.8, 40.7, 93.7, 23.5, 3.4, 26.0